Entry from OMol25: a cluster of 10 separate species, C4H28N2O10 in total at a distorted geometry (ωB97M-V with the def2-TZVPD basis set).

The total charge is 0. As for the SMILES: C[C@@H](CN)NC=O.O.O.O.O.O.O.O.O.O. The calculation puts the energy relative to the best compared isomer or geometry (same formula, charge and spin) at 443.7 kJ/mol.

Each line ends with the Löwdin charge.
Atoms and positions in Å:
C1 -2.3247 -0.2606 1.6188  -0.3231
N1 -1.3379 0.5712 1.0075  0.0717
C2 -1.1157 2.3957 2.7094  -0.0571
C3 -0.4093 1.4079 1.7547  -0.3349
C4 0.5079 0.5234 2.7509  -0.2271
N2 1.5091 -0.1066 1.9617  0.0440
O1 -2.5759 -0.3812 2.8157  0.0162
H1 -3.0836 -0.6796 0.8229  0.1460
H2 -1.4155 0.5795 0.0275  0.0629
H3 -0.1488 2.9059 3.1969  0.1192
H4 -1.6640 1.9589 3.5563  0.0806
H5 -1.6125 3.0745 2.0228  0.0707
H6 0.1754 1.9478 0.9939  0.1100
H7 0.9026 1.1682 3.5307  0.0896
H8 -0.0467 -0.1876 3.4290  0.1264
H9 1.2025 -0.1501 1.0468  0.0380
H10 1.8478 -0.9349 2.2438  0.0334
H11 1.5391 -0.0994 -2.7831  0.0162
H12 2.6052 -0.3580 -3.6660  0.0770
O2 1.7933 -0.8605 -3.3508  -0.0987
H13 0.2569 2.8888 -0.4569  0.0303
H14 -0.0885 1.6109 -1.2785  -0.0331
O3 0.4663 2.4061 -1.2547  -0.0686
H15 4.8052 0.6733 0.9579  0.0755
H16 3.5991 1.4747 1.4424  -0.1012
O4 4.3170 1.5398 0.9650  -0.0147
H17 -1.0735 -0.3072 -2.0129  -0.0028
H18 -1.0200 0.8300 -3.0684  0.1356
O5 -1.0660 0.6358 -2.0671  -0.0817
H19 1.0018 -2.9228 -1.4349  0.0383
H20 -0.1535 -2.9998 -0.4431  -0.0240
O6 0.0716 -2.7527 -1.3395  -0.0590
H21 -3.7134 -3.0765 -0.6038  -0.0045
H22 -2.5653 -2.1095 -0.8007  0.0857
O7 -3.0166 -2.7385 -0.1643  -0.0269
H23 -0.9092 -2.4693 -3.2685  0.1099
H24 -0.0909 -1.1787 -3.7465  0.0331
O8 -1.0360 -1.4478 -3.5094  -0.1594
H25 -1.7770 -3.3211 1.2263  0.1281
H26 -0.9946 -2.0413 1.4105  -0.0289
O9 -0.7914 -2.9309 1.1830  -0.0931
H27 2.1729 1.5899 -1.8312  0.0079
H28 2.6136 2.5059 -2.9368  0.0236
O10 2.6436 1.6262 -2.6575  -0.0313